(1)
# C3H8O2

A single C3H8O2 molecule (the ωB97M-V functional and the def2-TZVPD basis, OMol25).

The geometry in XYZ format:
```
13
Properties=species:S:1:pos:R:3:forces:R:3
O 0.33440 0.13603 2.42136 0.2 -0.2 0.0
C 0.83092 0.17492 1.07523 -0.7 -0.6 0.2
C -0.33810 -0.00496 0.10029 0.4 0.5 -0.1
C 0.09313 0.02871 -1.36160 1.2 -0.6 0.7
O -1.01738 -0.23328 -2.15226 -1.6 -0.1 -0.7
H 0.35991 -0.79211 2.69662 -0.1 0.5 0.0
H 1.49598 -0.68406 0.95454 0.4 0.3 -0.2
H 1.36267 1.11370 0.94871 0.1 0.0 -0.1
H -1.04438 0.81907 0.22115 -0.2 -0.3 0.3
H -0.76960 -0.97132 0.36195 -0.4 0.1 -0.2
H 0.85341 -0.76383 -1.48534 0.0 0.3 -0.2
H 0.55902 1.00884 -1.51152 0.0 0.0 -0.5
H -0.98500 -0.17277 -3.12520 0.9 0.2 0.9
```
Positions in Å, forces in eV/Å.

- Kohn-Sham gap (eV) = 11.2
- HOMO level (Ha) = -0.3774
- net charge = 0
- LUMO (eV) = 0.9
- E (a.u.) = -269.55238
- ΔE to the lowest compared entry with this formula, charge and spin (kJ/mol) = 111.60
- strongest force on any atom (Eh/bohr) = 0.0347

=====

(2)
# C4H10NO

2 unconnected molecules or ions with the total composition C4H10NO (the ωB97M-V functional and the def2-TZVPD basis, OMol25).

The geometry in XYZ format:
```
16
Properties=species:S:1:pos:R:3:forces:R:3
C 2.17374 0.37904 -0.99205 -2.7 1.6 1.4
C 1.10964 1.00712 -0.38113 3.1 0.9 -4.3
C -1.44095 -1.40822 0.13284 -2.7 0.2 0.4
C 0.67495 0.90381 0.91089 -0.3 -3.2 2.4
N -1.19758 -0.01702 0.28740 0.6 3.2 2.0
O 0.26181 1.86428 1.66085 -0.9 1.1 0.0
H 2.46472 0.72397 -1.97941 0.2 -0.4 0.2
H 2.65209 -0.36581 -0.41867 0.9 -0.9 0.0
H 0.70449 1.83368 -0.95416 -0.3 0.2 0.0
H -1.24825 -1.81305 1.06901 1.1 -1.4 1.5
H -2.53300 -1.64875 0.05052 0.7 0.4 -0.5
H -0.90711 -1.81871 -0.67767 0.7 -0.6 -0.8
H 0.91533 0.01375 1.54456 0.1 0.8 -0.7
H -1.57954 0.59454 -0.41958 -0.1 -0.1 -0.3
H -1.35064 0.45703 1.21955 -0.9 -1.5 -1.4
H -0.01292 2.67595 1.18136 0.4 -0.3 0.1
```
Positions in Å, forces in eV/Å.

- Kohn-Sham gap (eV) = 9.1
- HOMO level (Ha) = -0.5154
- net charge = +1
- LUMO (eV) = -5.0
- E (a.u.) = -288.05946
- ΔE to the lowest compared entry with this formula, charge and spin (kJ/mol) = 272.07
- strongest force on any atom (Eh/bohr) = 0.1053

=====

(3)
# C20H33As3ClF6NO4PtS2

A molecular structure, C20H33As3ClF6NO4PtS2 (the ωB97M-V functional and the def2-TZVPD basis, OMol25).

The geometry in XYZ format:
```
71
Properties=species:S:1:pos:R:3:forces:R:3
Pt 0.71454 -0.11867 -1.12291 -0.4 0.0 0.5
C 1.35099 3.36555 -0.25988 0.0 0.0 0.0
As 0.01706 1.96987 -0.33381 0.1 -0.1 -0.2
C -1.47898 2.96700 -1.06633 0.0 0.0 0.0
C -0.33001 1.70621 1.57058 0.0 0.0 0.0
C -1.42508 0.71915 2.03956 0.0 0.0 0.0
C -2.70093 0.95740 1.23293 -0.1 0.0 0.0
C -1.05655 -0.79447 1.97710 0.0 0.0 0.0
As 0.46806 -1.60952 1.00004 -0.1 0.2 -0.2
C 1.66171 -1.86344 2.52077 0.0 0.0 -0.1
C -0.31410 -3.39943 0.96967 0.0 0.0 0.0
C -1.65795 1.08401 3.52614 0.0 0.0 0.0
As -3.04485 0.31728 4.73131 0.0 0.0 0.0
C -3.61972 -1.38084 3.92562 0.0 0.0 0.0
C -4.59942 1.38327 4.17918 0.0 0.0 0.0
H 2.20501 3.00857 0.30936 0.0 0.0 0.0
H 0.91948 4.24353 0.22146 0.0 0.0 0.0
H 1.66748 3.61123 -1.27125 0.0 0.0 0.0
H -1.78124 3.73642 -0.35567 0.0 0.0 0.0
H -2.32749 2.32888 -1.29336 0.0 0.0 0.0
H -1.13350 3.44046 -1.98462 0.0 0.0 0.0
H -0.56875 2.70083 1.95988 0.0 0.0 0.0
H 0.64838 1.43150 1.97387 0.0 0.0 0.0
H -2.56442 0.68832 0.18474 0.0 0.0 0.0
H -3.01430 2.00380 1.28189 0.0 0.0 0.0
H -3.51631 0.34539 1.61430 0.0 0.0 0.0
H -1.92470 -1.33669 1.59799 0.0 0.0 0.0
H -0.90536 -1.16700 2.99222 0.0 0.0 0.0
H 1.09487 -2.34670 3.31696 0.0 0.0 0.0
H 2.04006 -0.90010 2.85748 0.0 0.0 0.0
H 2.50803 -2.48037 2.22728 0.0 0.0 0.0
H -0.60533 -3.68628 1.98094 0.0 0.0 0.0
H 0.41756 -4.10981 0.58733 0.0 0.0 0.0
H -1.19556 -3.41620 0.33060 0.0 0.0 -0.1
H -1.86505 2.15713 3.60435 0.0 0.0 0.0
H -0.71624 0.92611 4.05932 0.0 0.0 0.0
H -2.84010 -2.13457 4.01767 0.0 0.0 0.0
H -3.92112 -1.29519 2.88352 0.0 0.0 0.0
H -4.47861 -1.71169 4.51068 0.0 0.0 0.0
H -4.38578 2.43863 4.34776 0.0 0.0 0.0
H -5.44118 1.10509 4.81298 0.0 0.0 0.0
H -4.87770 1.23461 3.13778 0.0 0.0 0.0
Cl 0.85777 -3.25188 -6.71862 0.0 0.0 0.0
C 0.22578 -2.50008 -5.28414 0.0 -0.1 0.0
C -0.04706 -1.14228 -5.29308 0.0 0.0 0.0
C -0.53969 -0.54877 -4.14451 0.0 0.0 -0.1
C -0.76821 -1.29657 -2.98698 0.0 0.1 0.1
C -1.17887 -0.61296 -1.72829 -0.1 0.0 0.0
C -0.49025 -2.66347 -3.01358 0.0 0.0 -0.1
C 0.00421 -3.27063 -4.15558 0.0 0.0 0.0
H 0.13721 -0.56096 -6.18588 0.0 0.0 0.0
H -0.74244 0.51609 -4.13674 0.0 0.0 0.0
H -1.72078 -1.27138 -1.04589 0.1 -0.1 0.0
H -1.81732 0.24643 -1.93731 0.0 0.0 0.0
H -0.65491 -3.26199 -2.12719 0.0 0.0 0.1
H 0.22426 -4.32894 -4.17147 0.0 0.0 0.0
F 2.43271 1.97812 -3.25268 -0.1 0.0 0.0
C 3.19205 0.97123 -3.67446 0.0 -0.2 0.0
F 4.39945 1.44223 -3.95060 0.1 0.1 0.0
F 2.65801 0.47370 -4.78527 0.0 0.0 0.0
S 3.36018 -0.40684 -2.40379 0.3 0.3 0.0
O 2.38191 -1.39905 -2.75507 0.0 0.1 -0.1
O 4.74883 -0.73597 -2.38380 -0.1 0.0 -0.1
N 2.88094 0.39556 -1.07112 0.2 -0.6 -0.2
S 3.70280 0.15582 0.30131 -0.2 0.3 0.1
O 2.98849 0.89746 1.30424 0.0 -0.1 0.1
O 4.07983 -1.19872 0.54389 0.0 0.0 0.0
C 5.28303 1.12659 0.08709 0.0 -0.1 0.0
F 6.27046 0.36907 -0.34883 0.0 0.0 0.0
F 5.09201 2.13915 -0.75696 0.0 0.0 0.0
F 5.61668 1.61974 1.27986 0.0 0.0 0.0
```
Positions in Å, forces in eV/Å.

- Kohn-Sham gap (eV) = 7.5
- HOMO level (Ha) = -0.2813
- net charge = 0
- LUMO (eV) = -0.2
- E (a.u.) = -9819.96038
- ΔE to the lowest compared entry with this formula, charge and spin (kJ/mol) = 62.85
- strongest force on any atom (Eh/bohr) = 0.0123